{
  "formula": "C22H37O3ScSi",
  "method": "wB97M-V/def2-TZVPD",
  "elements": ["C", "C", "H", "C", "H", "H", "H", "H", "H", "C", "H", "C", "H", "C", "C", "H", "C", "C", "H", "H", "Sc", "H", "H", "C", "C", "H", "H", "H", "H", "H", "H", "H", "H", "H", "H", "H", "H", "C", "C", "H", "H", "H", "Si", "H", "H", "O", "H", "C", "H", "H", "H", "C", "H", "C", "H", "C", "C", "O", "C", "C", "C", "O", "C", "H"],
  "xyz": [[-1.407, -2.436, -3.789], [-0.147, -3.681, 1.174], [-1.474, -0.077, -4.446], [1.754, 3.480, 0.096], [0.452, 2.792, -2.029], [0.965, -3.517, 3.127], [1.900, -1.821, -0.768], [-2.490, -2.438, 2.129], [-0.967, -4.374, 1.427], [-1.088, 0.376, -2.339], [0.093, 2.389, 4.824], [-0.097, 2.241, 3.745], [1.180, -2.818, -2.567], [1.947, 4.347, -2.157], [-0.708, -0.735, 4.211], [-0.370, -0.761, 5.265], [1.048, -1.887, -3.152], [-0.669, -0.057, -3.708], [1.429, -2.001, -4.186], [-0.551, 1.139, -1.743], [-0.680, -1.085, 0.265], [2.703, 5.304, -0.363], [-2.649, -3.006, -0.572], [1.748, -2.368, 1.374], [0.178, -3.186, -0.129], [2.319, 3.467, 1.043], [-0.302, -3.504, -1.057], [1.334, 4.906, -2.854], [-2.468, -2.097, -3.726], [1.962, 2.228, -2.919], [1.564, -1.095, -2.572], [2.747, -0.363, 3.556], [-2.908, 1.327, -0.114], [-2.720, 0.300, 2.381], [2.618, 1.422, 3.660], [-0.652, -1.763, 3.816], [2.620, -1.862, 1.801], [-2.920, 0.258, 0.143], [1.773, 4.809, -0.675], [3.036, 4.349, -2.425], [-2.156, 0.532, -2.324], [-1.338, -3.482, -3.435], [0.355, 0.469, 3.176], [-1.154, 2.476, 3.567], [0.819, 5.353, -0.535], [0.192, 0.224, 1.556], [-1.150, -2.493, -4.860], [-2.729, -0.287, 1.452], [0.222, 0.459, -4.026], [-3.371, -0.787, -1.805], [-1.763, -0.411, 4.217], [-2.629, -1.728, 1.314], [2.081, 0.406, 5.013], [-3.050, -0.838, -0.763], [0.709, 3.226, 0.375], [0.853, -3.215, 2.081], [1.360, -2.350, 0.008], [2.283, 2.489, -0.844], [1.579, 2.851, -2.086], [2.121, 0.466, 3.909], [-0.400, -1.456, -3.141], [-0.713, -1.012, -1.726], [-2.779, -2.047, -0.076], [0.552, 2.954, 3.208]],
  "forces_ev_per_angstrom": [[-0.022, -0.436, 0.434], [0.743, 0.176, -0.079], [0.300, 0.393, 0.041], [-0.471, -0.767, -0.111], [1.006, -0.342, 0.281], [-0.248, 0.326, -0.415], [-0.089, -0.225, 0.211], [0.007, 0.316, -0.306], [0.518, 0.524, -0.246], [0.124, -0.676, 1.299], [-0.023, -0.238, -0.388], [-0.206, -0.181, -0.244], [-0.036, 0.367, -0.587], [0.729, -0.709, 0.185], [0.048, 0.040, -0.012], [-0.083, 0.075, -0.459], [0.003, -0.073, 0.390], [0.683, -0.149, 0.147], [-0.133, 0.120, 0.638], [-0.249, -0.384, -0.715], [0.921, 0.850, 3.296], [-0.770, 0.655, -0.099], [-0.346, 0.111, 0.373], [-0.442, -0.696, -0.318], [0.721, -0.469, 0.363], [0.101, -0.088, -0.677], [0.183, 0.126, 0.337], [0.133, 0.166, -0.191], [0.834, -0.148, 0.133], [-0.175, 0.337, 0.584], [0.184, -0.402, -0.791], [0.013, 0.180, 0.088], [-0.298, -0.618, 0.205], [0.292, -0.503, -0.664], [-0.112, -0.425, -0.001], [-0.085, 0.348, 0.135], [-0.540, -0.115, -0.264], [-0.042, -0.662, 0.231], [0.498, -0.588, -0.375], [-1.014, 0.440, 0.006], [0.053, 0.100, 0.522], [-0.019, 0.579, 0.166], [0.112, 0.431, 0.399], [0.197, 0.175, -0.073], [0.889, 0.097, 0.105], [-0.236, -0.006, 0.400], [-0.017, 0.214, 0.309], [-0.246, -1.070, -0.462], [0.212, 0.030, -0.544], [0.456, -0.034, 0.365], [0.333, -0.205, 0.004], [-0.799, 1.117, 0.351], [-0.137, 0.010, -0.462], [-0.477, -0.245, 0.980], [0.454, -0.193, -0.233], [-0.176, 0.154, -0.579], [-0.026, -0.666, 0.506], [-1.902, 0.421, -0.300], [0.579, 0.632, 0.777], [0.081, -0.234, -0.290], [-0.210, -0.476, -0.508], [-0.198, 2.076, -4.238], [-1.216, 0.554, 0.269], [-0.363, -0.119, 0.099]],
  "largest_force_ev_per_a": 4.72,
  "lumo_energy_ev": 0.18,
  "gap_ev": 7.86,
  "e_tot_ev": -58135.611,
  "molar_mass_da": 422.577,
  "de_lowest_kcal_mol": 42.8,
  "spin_multiplicity": 1
}